<w>
ORCA calculation (wB97M-V/def2-TZVPD) on a molecular structure, C42H33BCl5N11S2Ti.

```
95
Properties=species:S:1:pos:R:3
Ti 0.51 0.09 -0.14
C 3.31 -3.08 -0.37
C 2.81 -1.86 0.07
N 1.48 -1.85 -0.03
N 1.11 -3.05 -0.52
C 2.20 -3.81 -0.71
B -0.34 -3.56 -0.40
N -1.31 -2.53 -1.02
C -2.42 -2.83 -1.71
C -2.99 -1.66 -2.17
C -2.13 -0.66 -1.70
N -1.12 -1.19 -1.01
N -0.67 -3.82 1.08
C -0.12 -4.80 1.83
C -0.51 -4.60 3.14
C -1.30 -3.45 3.08
N -1.40 -2.98 1.84
N -0.49 -4.87 -1.18
C -1.31 -5.92 -0.90
C -1.36 -6.72 -2.01
C -0.55 -6.05 -2.95
N -0.04 -4.94 -2.45
H 4.34 -3.39 -0.42
H 3.32 -0.98 0.41
H 2.10 -4.82 -1.09
H -2.72 -3.86 -1.84
H -3.88 -1.55 -2.76
H -2.18 0.40 -1.84
H 0.51 -5.55 1.39
H -0.26 -5.20 3.99
H -1.79 -2.94 3.89
H -1.78 -6.01 0.06
H -1.90 -7.64 -2.13
H -0.31 -6.34 -3.96
S -5.21 1.05 4.17
C -5.70 -0.45 4.82
C -4.96 -1.48 4.33
C -3.97 -1.05 3.41
C -3.97 0.30 3.23
C -3.10 1.08 2.34
C -2.22 0.41 1.46
N -1.46 1.04 0.60
C -1.54 2.38 0.51
C -2.31 3.15 1.39
C -2.27 4.58 1.27
C -1.55 5.18 0.29
C -0.82 4.40 -0.68
C -0.11 4.95 -1.74
C 0.52 4.13 -2.66
C 0.39 2.74 -2.47
N -0.22 2.19 -1.45
C -0.83 3.00 -0.56
C 1.35 4.63 -3.75
C 2.04 3.90 -4.69
C 2.79 4.71 -5.58
C 2.67 6.03 -5.30
S 1.65 6.31 -3.97
C -3.09 2.46 2.33
H -6.51 -0.49 5.53
H -5.12 -2.51 4.61
H -3.30 -1.72 2.89
H -2.13 -0.67 1.47
H -2.84 5.18 1.97
H -1.53 6.25 0.20
H -0.04 6.03 -1.83
H 0.84 2.05 -3.17
H 2.02 2.82 -4.75
H 3.41 4.31 -6.38
H 3.14 6.86 -5.81
H -3.69 3.03 3.03
C 1.02 2.04 3.27
C 1.42 0.64 2.78
C 0.68 -0.42 3.61
C 2.93 0.44 2.94
N 1.05 0.50 1.39
H 1.13 2.09 4.36
H -0.02 2.24 3.02
H 1.64 2.81 2.82
H 1.11 -0.50 4.61
H 0.75 -1.39 3.12
H -0.38 -0.16 3.72
H 3.22 0.63 3.97
H 3.47 1.14 2.29
H 3.21 -0.58 2.68
Cl 1.34 -0.98 -3.07
C 2.46 0.26 -2.56
C 2.23 0.88 -1.34
C 3.03 1.98 -1.09
Cl 2.71 2.97 0.31
C 4.04 2.42 -1.95
Cl 4.98 3.81 -1.60
C 4.26 1.73 -3.14
Cl 5.49 2.24 -4.23
C 3.46 0.64 -3.46
Cl 3.67 -0.18 -4.96
```

Computed properties:
net charge = 0
spin multiplicity = 1
molar mass = 991.9 g/mol
orbital gap = 7.439 eV



<x>
ORCA calculation (wB97M-V/def2-TZVPD) on a molecular structure, C42H33BCl5N11S2Ti.

```
95
Properties=species:S:1:pos:R:3
Ti 0.76 0.27 -0.07
C 0.47 4.31 3.31
C 0.71 3.02 3.82
N -0.05 2.12 3.22
N -0.78 2.80 2.31
C -0.48 4.12 2.35
B -1.88 2.13 1.50
N -1.90 0.62 1.78
C -2.83 -0.05 2.46
C -2.44 -1.37 2.56
C -1.22 -1.41 1.89
N -0.89 -0.21 1.42
N -1.69 2.38 -0.02
C -2.40 3.18 -0.84
C -1.89 3.06 -2.12
C -0.84 2.16 -1.99
N -0.72 1.76 -0.72
N -3.23 2.71 1.91
C -3.55 3.26 3.10
C -4.91 3.33 3.19
C -5.37 2.78 1.98
N -4.36 2.39 1.22
H 0.93 5.24 3.60
H 1.40 2.71 4.58
H -0.99 4.81 1.69
H -3.71 0.45 2.84
H -2.96 -2.18 3.04
H -0.57 -2.25 1.71
H -3.22 3.76 -0.46
H -2.23 3.56 -3.01
H -0.17 1.76 -2.73
H -2.77 3.54 3.80
H -5.50 3.73 4.00
H -6.38 2.65 1.63
S -6.45 -1.83 -1.83
C -7.52 -0.53 -1.58
C -6.86 0.61 -1.23
C -5.45 0.42 -1.17
C -5.07 -0.85 -1.48
C -3.72 -1.41 -1.52
C -2.62 -0.59 -1.16
N -1.38 -1.01 -1.13
C -1.15 -2.30 -1.42
C -2.14 -3.19 -1.84
C -1.76 -4.53 -2.20
C -0.48 -4.94 -2.13
C 0.56 -4.06 -1.66
C 1.91 -4.43 -1.53
C 2.83 -3.52 -1.07
C 2.36 -2.23 -0.73
N 1.10 -1.87 -0.80
C 0.21 -2.76 -1.29
C 4.25 -3.81 -0.87
C 5.13 -3.14 -0.08
C 6.43 -3.70 -0.11
C 6.51 -4.79 -0.92
S 5.01 -5.13 -1.66
C -3.45 -2.71 -1.89
H -8.58 -0.67 -1.69
H -7.35 1.55 -1.02
H -4.76 1.20 -0.87
H -2.78 0.45 -0.90
H -2.53 -5.21 -2.54
H -0.20 -5.95 -2.40
H 2.20 -5.44 -1.79
H 3.04 -1.47 -0.37
H 4.87 -2.29 0.54
H 7.27 -3.32 0.46
H 7.37 -5.40 -1.13
H -4.25 -3.37 -2.20
C 2.50 0.18 -3.56
C 2.77 1.05 -2.33
C 2.63 2.53 -2.70
C 4.19 0.80 -1.81
N 1.83 0.69 -1.30
H 3.21 0.40 -4.35
H 1.49 0.35 -3.94
H 2.58 -0.88 -3.31
H 3.36 2.78 -3.48
H 2.83 3.16 -1.83
H 1.64 2.76 -3.08
H 4.93 1.11 -2.55
H 4.36 -0.26 -1.60
H 4.36 1.36 -0.89
Cl 2.05 -2.34 2.29
C 2.83 -0.76 2.32
C 2.35 0.27 1.53
C 3.00 1.48 1.71
Cl 2.43 2.89 0.86
C 4.08 1.67 2.57
Cl 4.84 3.20 2.74
C 4.56 0.58 3.31
Cl 5.91 0.76 4.35
C 3.92 -0.65 3.18
Cl 4.50 -2.00 4.09
```

Computed properties:
net charge = 0
spin multiplicity = 1
molar mass = 991.9 g/mol
orbital gap = 7.483 eV



In terms of stability, <w> leads; the second structure lies 0.122 eV higher.



<w>
ORCA calculation (wB97M-V/def2-TZVPD) on a gas-phase ion, C2H9BNO2S (charge +1).

```
16
Properties=species:S:1:pos:R:3
N 0.76 0.44 1.44
C 0.13 0.50 0.01
C -1.33 -0.50 0.21
S -2.10 0.20 1.74
B 0.87 -0.20 -1.21
O 0.46 0.30 -2.37
O 2.00 -0.94 -0.98
H 1.44 1.18 1.52
H 1.30 -0.40 1.69
H -0.09 0.55 2.13
H -0.14 1.50 -0.13
H -1.22 -1.53 0.37
H -1.93 -0.45 -0.65
H -3.10 0.85 1.20
H 0.61 -0.01 -3.27
H 2.37 -1.46 -1.71
```

Computed properties:
net charge = +1
spin multiplicity = 1
molar mass = 122.0 g/mol
SMILES = [NH3+][C@H](CS)B(O)O
orbital gap = 10.413 eV



<x>
ORCA calculation (wB97M-V/def2-TZVPD) on 2 unconnected molecules or ions with the total composition C2H9BNO2S.

```
16
Properties=species:S:1:pos:R:3
B 1.59 0.10 -0.33
C -1.73 1.39 -0.20
C 0.34 -0.16 0.54
N -0.24 -1.46 0.47
O 2.44 1.10 0.12
O 1.79 -0.78 -1.32
S -2.69 0.04 -0.62
H -1.05 2.02 -0.78
H -2.02 2.04 0.65
H 0.14 0.35 1.51
H -0.14 -1.88 1.50
H 0.44 -2.15 -0.04
H -1.30 -1.36 0.21
H 3.18 1.50 -0.42
H 2.65 -0.92 -1.84
H -3.39 0.18 0.56
```

Computed properties:
net charge = +1
spin multiplicity = 1
molar mass = 122.0 g/mol
orbital gap (alpha / beta) = 8.824 / 7.336 eV



In terms of stability, <w> leads; the second structure lies 2.755 eV higher.



<w>
ORCA calculation (wB97M-V/def2-TZVPD) on 2 unconnected molecules or ions with the total composition Cl2H3N2OP.

```
9
Properties=species:S:1:pos:R:3
H 0.99 -2.24 1.86
N 1.84 -2.31 1.33
N 2.10 -1.13 0.92
H 3.02 -0.96 0.57
O -1.95 2.30 -0.17
P -0.69 1.32 -0.65
Cl -1.68 -0.59 -0.44
Cl -0.90 1.51 -2.70
H -2.73 2.09 -0.72
```

Computed properties:
net charge = 0
spin multiplicity = 1
molar mass = 148.9 g/mol
SMILES = [H]/N=N/[H].OP(Cl)Cl
orbital gap = 9.856 eV



<x>
ORCA calculation (wB97M-V/def2-TZVPD) on Cl2H3N2OP in the gas phase.

```
9
Properties=species:S:1:pos:R:3
N 1.32 0.07 0.93
N 0.55 -0.26 -0.20
P -0.92 0.24 -0.56
O -1.33 1.60 -0.20
Cl -2.08 -1.17 0.19
Cl -0.97 -0.07 -2.46
H 1.83 0.89 0.99
H 0.91 -0.14 1.85
H 0.69 -1.16 -0.54
```

Computed properties:
net charge = 0
spin multiplicity = 1
molar mass = 148.9 g/mol
SMILES = NNP(=O)(Cl)Cl
orbital gap = 11.021 eV



In terms of stability, <x> leads; the second structure lies 1.393 eV higher.



<w>
ORCA calculation (wB97M-V/def2-TZVPD) on 2 unconnected molecules or ions with the total composition C3H4NO.

```
9
Properties=species:S:1:pos:R:3
C 0.08 0.75 -0.70
C -0.62 1.25 -1.69
C 0.57 0.07 0.56
N 1.44 0.30 -0.44
O 0.47 -2.09 2.20
H -0.29 1.59 -2.73
H -1.67 1.64 -1.40
H -0.42 -2.35 2.44
H 0.45 -1.16 1.77
```

Computed properties:
net charge = -1
spin multiplicity = 1
molar mass = 70.1 g/mol
orbital gap = 7.944 eV



<x>
ORCA calculation (wB97M-V/def2-TZVPD) on a gas-phase ion, C3H4NO (charge -1).

```
9
Properties=species:S:1:pos:R:3
C 1.42 -0.62 0.28
C 0.37 -0.03 -0.28
C -1.11 -0.05 -0.26
N -0.68 1.33 -0.66
O -0.78 2.25 0.25
H 2.47 -0.30 0.21
H 1.43 -1.63 0.80
H -1.72 -0.63 -1.08
H -1.41 -0.31 0.73
```

Computed properties:
net charge = -1
spin multiplicity = 1
molar mass = 70.1 g/mol
SMILES = C=C1CN1[O-]
orbital gap = 6.577 eV



In terms of stability, <w> leads; the second structure lies 2.295 eV higher.



<w>
ORCA calculation (wB97M-V/def2-TZVPD) on C12H16N2O in the gas phase.

```
31
Properties=species:S:1:pos:R:3
C -1.03 2.54 -1.94
N 0.04 1.92 -2.70
C 1.04 1.20 -1.92
C 1.98 2.12 -1.11
C 2.40 1.46 0.20
C 1.13 1.12 0.97
N 0.36 0.14 0.23
C -0.35 -0.85 0.97
C 0.32 -1.64 1.90
C -0.38 -2.59 2.62
C -1.73 -2.77 2.42
C -2.39 -1.99 1.48
C -1.71 -1.03 0.76
C 0.30 0.11 -1.13
O -0.29 -0.77 -1.73
H -1.57 1.76 -1.41
H -0.70 3.30 -1.22
H -1.71 3.01 -2.65
H 0.50 2.60 -3.29
H 1.64 0.64 -2.65
H 1.46 3.05 -0.88
H 2.85 2.37 -1.72
H 3.02 2.14 0.78
H 2.97 0.55 0.00
H 0.53 2.03 1.12
H 1.36 0.71 1.95
H 1.38 -1.52 2.05
H 0.15 -3.20 3.34
H -2.27 -3.52 2.98
H -3.45 -2.13 1.31
H -2.22 -0.43 0.03
```

Computed properties:
net charge = 0
spin multiplicity = 1
molar mass = 204.3 g/mol
SMILES = CN[C@H]1CCCN(c2ccccc2)C1=O
orbital gap = 9.499 eV



<x>
ORCA calculation (wB97M-V/def2-TZVPD) on 2 unconnected molecules or ions with the total composition C12H16N2O.

```
31
Properties=species:S:1:pos:R:3
C 0.69 -3.42 0.79
C 0.92 -2.57 2.00
C -0.02 -1.33 1.92
C -0.12 -0.27 2.81
N -1.25 0.42 2.46
C -1.83 -0.29 1.46
N -1.12 -1.35 1.09
H 1.64 -3.88 0.45
H 0.25 -3.01 -0.12
H -0.01 -4.23 1.02
H 0.56 -2.94 2.99
H 1.95 -2.20 2.00
H 0.58 0.00 3.60
H -1.81 1.00 3.07
H -2.63 0.13 0.87
C 2.47 0.90 -1.33
C 1.08 1.21 -1.74
C 0.08 0.26 -1.56
C -1.30 0.65 -1.66
C -1.52 2.00 -1.73
O -2.70 2.63 -1.42
C -0.53 2.90 -2.16
C 0.81 2.53 -2.08
H 2.71 1.42 -0.39
H 3.26 1.29 -2.00
H 2.67 -0.18 -1.39
H 0.06 -0.72 -1.13
H -2.09 -0.07 -1.69
H -3.38 1.94 -1.31
H -0.93 3.84 -2.53
H 1.50 3.33 -2.29
```

Computed properties:
net charge = 0
spin multiplicity = 1
molar mass = 204.3 g/mol
SMILES = CCc1c[nH]cn1.Cc1ccc(O)cc1
orbital gap = 8.805 eV



In terms of stability, <w> leads; the second structure lies 1.637 eV higher.



<w>
ORCA calculation (wB97M-V/def2-TZVPD) on C10H16N2 in the gas phase.

```
28
Properties=species:S:1:pos:R:3
C 0.30 1.10 -0.04
C 1.59 1.19 -0.65
C 2.63 0.39 0.03
C 2.18 -1.05 0.15
C -2.30 0.01 -0.96
C -2.73 -0.13 0.45
C 0.87 -1.13 0.98
C -0.97 -0.77 -0.86
C -1.49 0.00 1.27
C -0.25 -0.21 0.35
N -0.62 3.33 0.18
N -0.48 2.07 0.39
H 1.71 1.38 -1.72
H 1.93 2.27 -0.52
H 3.57 0.61 -0.50
H 2.80 0.80 1.01
H 1.97 -1.54 -0.72
H 2.95 -1.84 0.65
H -3.01 -0.41 -1.67
H -2.12 1.13 -1.31
H -3.49 0.61 0.80
H -3.10 -1.14 0.49
H 0.52 -2.20 1.19
H 0.99 -0.57 1.87
H -1.22 -1.79 -0.56
H -0.36 -0.87 -1.80
H -1.45 -0.08 2.32
H -0.74 3.90 1.08
```

Computed properties:
net charge = 0
spin multiplicity = 1
molar mass = 164.3 g/mol
orbital gap (alpha / beta) = 7.638 / 8.643 eV



<x>
ORCA calculation (wB97M-V/def2-TZVPD) on C10H16N2 in the gas phase.

```
28
Properties=species:S:1:pos:R:3
C -2.47 0.15 -0.26
C -1.09 -0.46 0.25
C -1.13 -2.05 0.38
C 0.18 0.28 -0.40
C 0.29 -0.13 -1.87
C -0.15 1.77 -0.53
C 1.48 0.09 0.51
C 1.28 0.64 1.98
C 2.71 0.73 -0.16
N 3.71 1.07 -0.74
C 2.00 -1.28 0.53
N 2.38 -2.40 0.64
H -2.66 1.23 0.08
H -3.33 -0.43 0.00
H -2.42 0.22 -1.37
H -1.16 -0.13 1.24
H -0.63 -2.52 1.25
H -0.75 -2.49 -0.53
H -2.23 -2.16 0.34
H 0.60 -1.16 -1.95
H -0.65 -0.10 -2.43
H 1.06 0.37 -2.39
H -0.49 2.19 0.44
H -0.86 1.84 -1.38
H 0.74 2.37 -0.78
H 2.17 0.71 2.61
H 0.60 0.01 2.59
H 0.81 1.62 1.93
```

Computed properties:
net charge = 0
spin multiplicity = 1
molar mass = 164.3 g/mol
SMILES = CC(C)C(C)(C)C(C)(C#N)C#N
orbital gap = 11.869 eV



In terms of stability, <x> leads; the second structure lies 3.318 eV higher.